1.
38
Properties=species:S:1:pos:R:3:forces:R:3:nbo_charge:R:1 method="wB97M-V/def2-TZVPD" charge=+1 e_homo_ha=-0.503 orbital_gap_ha=0.3873 relative_energy_kj_mol=44.4
N -16.250 -6.028 2.699 1.046 -0.122 -0.228 -0.91
H -16.389 -5.301 3.386 -0.339 0.300 0.894 0.45
H -16.861 -5.826 1.921 -0.262 -0.307 -0.571 0.46
H -16.395 -6.964 3.050 -0.570 -0.468 0.199 0.44
H -15.271 -6.004 2.450 0.382 0.290 -0.687 0.44
O -16.955 -7.095 -0.311 0.095 -0.021 0.379 -0.94
H -16.385 -6.745 -0.996 0.198 0.028 -0.225 0.48
H -17.836 -6.822 -0.569 -0.224 -0.094 -0.174 0.47
O -13.793 -6.046 0.968 -0.063 0.069 0.310 -0.96
H -13.584 -6.973 0.853 0.088 -0.399 -0.063 0.49
H -13.455 -5.624 0.178 0.084 0.192 -0.199 0.49
O -18.551 -6.380 5.585 -0.317 0.433 -0.004 -0.94
H -18.874 -6.981 4.913 -0.207 -0.105 -0.005 0.46
H -17.604 -6.355 5.449 0.495 -0.373 0.148 0.48
O -17.047 -8.619 3.022 0.100 -0.094 0.098 -0.96
H -16.989 -9.346 2.402 0.043 -0.289 -0.326 0.50
H -17.985 -8.443 3.099 -0.349 -0.061 0.136 0.49
O -14.257 -3.289 2.793 -0.295 0.099 0.228 -0.97
H -13.550 -3.830 3.144 0.182 -0.183 0.091 0.49
H -13.838 -2.756 2.117 0.230 0.204 -0.151 0.48
O -13.568 -6.830 4.255 -0.005 0.558 -0.212 -0.97
H -13.538 -6.175 4.953 -0.036 0.251 0.387 0.50
H -12.700 -6.792 3.853 0.419 -0.007 -0.219 0.50
O -18.570 -5.057 1.502 -0.504 -0.676 0.248 -0.96
H -18.966 -5.433 0.716 -0.361 -0.020 -0.048 0.46
H -17.901 -4.458 1.170 0.317 0.810 -0.226 0.49
O -14.197 -9.402 3.764 0.177 -0.517 -0.252 -0.95
H -15.078 -9.136 3.503 -0.312 -0.003 0.134 0.47
H -13.730 -8.579 3.908 -0.029 -0.057 0.144 0.47
O -16.425 -3.569 0.994 0.059 0.021 -0.317 -0.96
H -16.093 -2.972 1.665 0.082 0.035 0.402 0.50
H -16.190 -3.152 0.165 -0.056 0.085 -0.346 0.49
O -16.446 -4.225 4.608 0.190 0.381 0.322 -0.96
H -16.987 -4.064 5.382 -0.464 -0.169 0.245 0.51
H -16.007 -3.390 4.445 0.333 0.312 -0.188 0.50
O -15.885 -7.457 5.810 -0.225 0.349 -0.138 -0.96
H -15.054 -7.566 5.348 0.208 -0.359 -0.158 0.48
H -15.639 -7.380 6.732 -0.108 -0.090 0.371 0.48


2.
100
Properties=species:S:1:pos:R:3:forces:R:3:lowdin_charge:R:1 method="wB97M-V/def2-TZVPD" charge=+1 e_homo_ha=-0.336 orbital_gap_ha=0.2248 relative_energy_kj_mol=47.8
K 0.347 0.077 2.820 0.170 -0.255 0.125 0.69
N 3.341 -0.809 1.032 -0.084 -0.044 0.112 0.18
C 3.495 -1.612 2.110 -0.038 -0.008 0.040 -0.46
N 4.643 -2.278 2.217 0.042 0.003 -0.022 0.18
C 4.724 -3.069 3.285 -0.010 -0.001 -0.010 -0.45
N 5.864 -3.763 3.458 0.012 -0.014 -0.012 0.16
N 3.768 -3.229 4.216 -0.015 -0.004 0.009 0.17
C 2.672 -2.518 3.992 0.014 0.033 0.002 -0.28
N 2.463 -1.705 2.970 0.100 0.015 -0.110 0.12
C 1.576 -2.649 5.009 0.023 0.041 -0.005 -0.20
C 1.665 -3.610 6.009 -0.013 0.007 0.011 0.00
C 0.637 -3.707 6.932 0.022 -0.009 -0.013 -0.05
C -0.442 -2.845 6.825 -0.019 0.018 0.000 -0.05
C -0.438 -1.915 5.796 0.009 -0.026 -0.005 -0.14
N 0.545 -1.810 4.907 -0.048 -0.027 0.038 0.08
H 4.180 -0.592 0.522 0.009 -0.002 0.012 0.11
H 2.617 -0.105 1.056 0.028 0.022 -0.059 0.05
H 6.579 -3.713 2.757 0.001 0.004 0.003 0.10
H 5.931 -4.415 4.217 0.002 0.005 0.007 0.10
H 2.529 -4.256 6.042 -0.001 -0.002 0.006 0.11
H 0.676 -4.448 7.720 0.001 -0.002 0.000 0.11
H -1.270 -2.887 7.519 0.002 -0.003 0.001 0.11
H -1.266 -1.223 5.680 0.003 0.006 0.000 0.11
C -3.508 4.717 -2.405 -0.008 0.000 -0.003 -0.06
C -2.398 5.287 -1.534 0.026 -0.001 0.003 -0.20
N -1.475 4.262 -1.053 0.000 0.012 -0.009 -0.05
C -1.695 3.709 0.182 -0.006 -0.026 0.008 0.04
C -0.975 2.706 0.720 -0.036 0.035 0.026 -0.02
C -1.325 2.104 2.079 -0.162 0.174 -0.121 -0.73
O -0.828 2.669 3.078 0.044 -0.017 0.007 -0.05
O -2.003 1.062 2.031 -0.002 0.031 0.032 -0.05
C 0.142 2.157 -0.007 -0.017 -0.059 0.029 -0.30
O 0.886 1.273 0.422 0.001 -0.023 -0.029 -0.02
C 0.344 2.726 -1.353 0.024 0.030 -0.010 -0.03
C 1.380 2.213 -2.140 -0.004 0.018 -0.023 0.09
C 1.580 2.711 -3.392 0.048 0.035 0.030 -0.20
F 2.603 2.256 -4.160 -0.014 -0.022 0.018 0.06
C 0.767 3.717 -3.921 0.065 -0.024 -0.082 -0.18
C -0.245 4.238 -3.151 -0.056 -0.066 -0.014 0.07
C -0.473 3.757 -1.847 -0.019 -0.008 -0.018 -0.12
N 0.986 4.225 -5.248 -0.001 0.084 0.145 -0.12
C 0.868 3.230 -6.313 -0.035 0.024 -0.022 -0.13
C 1.074 3.951 -7.657 0.014 0.017 -0.004 -0.07
N 0.874 5.420 -7.420 -0.005 -0.015 0.020 0.05
C 1.977 5.986 -6.563 0.001 -0.005 -0.018 -0.07
C 2.213 5.002 -5.407 0.029 -0.070 -0.077 -0.13
H -4.172 5.513 -2.742 0.000 0.002 0.001 0.08
H -4.098 3.993 -1.844 0.003 0.001 0.005 0.09
H -3.106 4.208 -3.283 0.001 -0.001 -0.004 0.07
H -2.819 5.769 -0.653 -0.007 -0.005 -0.001 0.12
H -1.830 6.057 -2.057 -0.001 -0.003 -0.002 0.11
H -2.523 4.145 0.726 0.001 0.003 0.000 0.15
H 2.006 1.430 -1.734 -0.004 0.001 0.017 0.14
H -0.868 5.004 -3.588 -0.002 0.021 0.011 0.11
H -0.127 2.788 -6.261 -0.001 0.011 -0.003 0.14
H 1.605 2.426 -6.234 -0.009 -0.007 0.013 0.13
H 0.368 3.625 -8.417 0.002 -0.002 -0.002 0.14
H 2.084 3.838 -8.044 0.002 -0.001 0.006 0.14
H 0.004 5.528 -6.894 0.001 0.004 -0.010 0.18
H 0.796 5.933 -8.297 -0.002 -0.001 -0.003 0.18
H 1.638 6.960 -6.218 -0.002 -0.001 0.001 0.14
H 2.851 6.113 -7.198 0.003 0.003 0.004 0.14
H 2.417 5.554 -4.493 -0.010 0.013 -0.007 0.14
H 3.082 4.365 -5.611 -0.012 0.005 0.015 0.13
N -3.964 -5.298 -0.919 0.004 0.016 0.006 0.17
C -4.310 -6.163 -1.936 0.006 -0.005 -0.008 -0.19
C -5.451 -6.920 -2.181 0.007 -0.003 -0.008 -0.02
C -5.445 -7.691 -3.327 -0.009 0.002 0.008 -0.09
C -4.343 -7.708 -4.198 0.009 0.003 -0.003 -0.09
C -3.216 -6.954 -3.946 -0.010 -0.003 0.001 -0.02
C -3.201 -6.170 -2.793 -0.004 0.003 0.010 -0.23
N -2.214 -5.335 -2.300 0.003 0.009 -0.002 0.18
C -2.700 -4.843 -1.195 -0.015 -0.018 -0.005 -0.28
C -1.984 -3.901 -0.325 0.013 0.005 -0.008 -0.14
C -0.636 -3.648 -0.559 -0.023 -0.001 0.015 0.00
C 0.027 -2.764 0.270 0.061 -0.031 0.071 -0.12
N -0.554 -2.130 1.290 -0.088 0.079 -0.027 0.03
C -1.847 -2.360 1.499 -0.018 0.003 -0.077 -0.13
C -2.598 -3.236 0.729 0.015 0.016 -0.001 0.00
H -4.508 -5.089 -0.102 0.004 -0.005 0.001 0.15
H -6.302 -6.911 -1.512 -0.002 0.000 0.001 0.11
H -6.310 -8.299 -3.560 0.000 0.000 0.000 0.10
H -4.385 -8.329 -5.082 0.001 0.000 -0.001 0.10
H -2.362 -6.966 -4.610 0.000 -0.001 -0.002 0.11
H -0.130 -4.144 -1.375 -0.002 -0.004 -0.002 0.11
H 1.080 -2.551 0.119 0.002 -0.003 -0.003 0.10
H -2.316 -1.798 2.299 0.017 -0.003 0.011 0.11
H -3.650 -3.359 0.953 -0.001 0.000 -0.003 0.11
S 3.148 1.763 3.647 0.085 -0.012 -0.011 0.60
C 2.255 1.607 5.048 -0.155 0.000 -0.109 -0.92
N 0.937 1.854 5.175 0.012 0.002 0.051 0.00
C 0.500 1.731 6.559 -0.010 0.010 0.009 -0.13
C 1.627 0.885 7.166 0.010 -0.008 -0.021 -0.14
N 2.721 1.178 6.247 0.058 0.030 0.006 0.02
H 0.402 2.348 4.459 -0.015 -0.011 0.032 0.08
H -0.471 1.244 6.631 -0.010 0.014 -0.006 0.11
H 0.437 2.712 7.036 0.001 -0.001 0.002 0.12
H 1.374 -0.180 7.149 0.011 -0.009 0.009 0.10
H 1.870 1.178 8.185 -0.014 0.005 0.005 0.12
H 3.605 0.700 6.272 -0.006 -0.007 0.003 0.13


3.
156
Properties=species:S:1:pos:R:3:forces:R:3:lowdin_charge:R:1 method="wB97M-V/def2-TZVPD" smiles=COC[C@H](C)N.COC[C@H](C)N.COC[C@H](C)N.COC[C@H](C)N.COC[C@H](C)N.COC[C@H](C)N.COC[C@H](C)N.COC[C@H](C)N.COC[C@H](C)N.O e_homo_ha=-0.325 orbital_gap_ha=0.3411 relative_energy_kj_mol=88.6
O 1.948 0.565 -3.201 1.667 0.375 -0.784 -0.08
H 2.064 1.416 -2.778 0.114 0.503 -0.011 -0.01
H 1.175 0.190 -2.777 -1.220 -0.612 0.270 -0.07
C -4.090 -1.097 -2.561 -0.098 -0.307 0.099 -0.04
C -3.724 -0.194 -3.746 0.808 -1.043 -0.823 -0.42
C -4.887 0.391 -4.483 -1.224 -0.680 -0.201 -0.22
O -4.610 0.832 -5.816 -0.611 0.020 0.921 -0.15
C -5.818 1.349 -6.349 0.271 1.267 -0.392 -0.13
N -2.760 0.805 -3.284 -1.154 -0.172 0.254 0.05
H -4.684 -0.631 -1.775 0.233 0.660 0.076 0.08
H -3.160 -1.466 -2.128 0.025 0.144 0.130 0.05
H -4.691 -1.987 -2.750 0.081 -0.010 -0.795 0.08
H -3.184 -0.774 -4.495 -0.063 -0.492 0.034 0.13
H -5.417 1.146 -3.902 0.281 0.701 0.137 0.13
H -5.642 -0.393 -4.532 -0.202 -0.420 -0.277 0.12
H -6.184 2.214 -5.796 0.003 -0.002 0.760 0.08
H -6.658 0.656 -6.406 0.259 -0.454 -0.119 0.09
H -5.619 1.840 -7.301 0.203 -0.725 -0.344 0.09
H -3.399 1.293 -2.672 0.623 1.200 0.470 0.09
H -2.553 1.379 -4.089 0.086 0.540 -0.052 0.07
C 5.499 -5.788 -0.542 -0.272 0.695 -0.579 -0.05
C 4.926 -4.522 -1.232 0.256 -0.380 1.296 -0.44
C 3.750 -4.790 -2.131 -0.661 -0.794 -1.902 -0.20
O 2.439 -4.966 -1.524 0.075 -0.540 -0.194 -0.21
C 1.482 -5.730 -2.333 1.425 0.347 0.597 -0.08
N 4.499 -3.553 -0.237 -0.012 -0.305 0.459 0.05
H 6.050 -6.350 -1.296 0.174 -0.141 0.223 0.07
H 4.722 -6.438 -0.139 -0.210 0.087 -0.026 0.07
H 6.139 -5.483 0.286 0.168 -0.078 -0.151 0.08
H 5.734 -4.011 -1.755 -0.057 -0.423 -0.698 0.14
H 4.016 -5.661 -2.731 -0.294 -0.401 -0.188 0.12
H 3.676 -3.973 -2.849 -0.146 0.304 -0.082 0.12
H 1.859 -6.744 -2.462 0.129 -0.057 -0.247 0.09
H 1.299 -5.259 -3.299 0.154 0.051 -0.067 0.07
H 0.529 -5.831 -1.813 0.187 0.398 0.284 0.07
H 3.869 -2.976 -0.775 -0.325 0.725 0.442 0.06
H 3.895 -4.154 0.305 -0.602 0.493 0.786 0.05
C 0.888 -1.165 -6.831 0.174 -0.295 -0.824 -0.06
C -0.279 -1.267 -5.915 -1.949 1.414 0.994 -0.43
C -0.158 -2.319 -4.832 0.528 -0.032 -0.110 -0.20
O -1.284 -2.429 -3.965 -0.342 -1.529 0.115 -0.22
C -1.165 -3.632 -3.160 -0.501 0.445 0.026 -0.09
N -0.475 0.107 -5.390 0.438 -0.309 0.657 0.07
H 1.761 -0.820 -6.277 0.139 -0.092 -0.063 0.09
H 0.625 -0.416 -7.578 0.212 0.101 0.036 0.09
H 1.106 -2.081 -7.380 0.137 -0.147 0.171 0.08
H -1.235 -1.384 -6.425 0.103 -0.853 -0.528 0.14
H 0.682 -2.076 -4.181 0.558 -0.103 -0.157 0.13
H 0.012 -3.254 -5.366 0.084 -0.443 0.236 0.13
H -1.094 -4.561 -3.726 0.240 0.187 -0.550 0.09
H -2.046 -3.785 -2.537 -0.316 0.576 -0.161 0.08
H -0.334 -3.602 -2.456 0.420 0.293 -0.155 0.07
H 0.401 0.318 -4.932 0.654 0.624 0.008 0.04
H -1.049 0.041 -4.562 -0.567 -0.077 -0.057 0.01
C 0.959 -5.211 1.349 -0.248 1.172 1.014 -0.06
C -0.223 -5.284 2.333 0.597 0.002 -1.035 -0.41
C -1.325 -4.280 1.938 1.060 -2.578 -0.001 -0.24
O -0.772 -3.004 1.973 -0.436 -0.764 1.095 -0.17
C -1.842 -2.126 1.811 0.508 0.957 -0.225 -0.11
N -0.671 -6.664 2.272 -0.983 -0.681 -0.351 0.03
H 0.622 -5.365 0.324 -0.111 0.004 0.052 0.06
H 1.671 -5.996 1.604 0.295 0.265 -0.051 0.08
H 1.370 -4.204 1.424 0.575 -0.109 -0.289 0.06
H 0.026 -5.039 3.366 0.421 -0.015 -0.019 0.14
H -2.189 -4.525 2.556 -0.127 0.847 0.763 0.12
H -1.720 -4.540 0.955 0.208 0.136 -0.755 0.12
H -2.173 -2.326 0.792 -0.697 0.743 -0.157 0.09
H -1.427 -1.132 1.977 -0.303 0.207 -0.464 0.09
H -2.642 -2.285 2.534 -0.129 -0.191 0.051 0.09
H 0.109 -7.292 2.402 0.438 0.057 1.171 0.06
H -0.703 -6.847 1.280 -1.029 0.024 -0.651 0.06
C -5.304 1.840 6.885 0.606 0.215 0.228 -0.07
C -4.953 2.010 5.407 0.788 -1.310 -0.023 -0.41
C -3.795 1.094 4.799 -0.599 2.453 0.752 -0.16
O -2.564 1.617 5.318 -0.758 0.211 -0.009 -0.21
C -1.483 1.032 4.649 0.384 -0.942 1.125 -0.14
N -6.145 1.912 4.576 -0.389 0.540 -0.042 0.02
H -5.788 0.901 7.152 0.323 -0.213 -0.060 0.08
H -5.986 2.629 7.204 -0.288 0.131 -0.301 0.07
H -4.419 2.061 7.481 0.147 -0.566 0.206 0.08
H -4.570 3.029 5.368 0.072 0.042 -0.567 0.13
H -3.765 1.305 3.730 -0.391 -0.263 -0.264 0.12
H -3.923 0.025 4.967 0.066 -0.148 0.274 0.12
H -1.405 1.248 3.584 -0.236 0.007 -0.165 0.07
H -1.607 -0.029 4.869 0.411 -0.544 -0.770 0.09
H -0.553 1.289 5.156 -0.037 0.426 -0.074 0.09
H -6.570 0.996 4.580 0.454 -0.601 -0.035 0.07
H -6.824 2.415 5.129 -0.490 0.529 -0.344 0.06
C 3.058 -3.109 4.945 1.053 -0.403 -1.059 -0.06
C 3.966 -2.610 3.790 -1.458 3.119 1.047 -0.38
C 3.146 -1.489 2.976 1.185 -0.946 0.283 -0.19
O 2.891 -0.277 3.687 1.077 -0.529 0.629 -0.19
C 1.952 0.556 3.044 -0.119 -0.891 -0.116 -0.11
N 5.226 -2.046 4.338 -0.342 -0.706 -0.421 0.03
H 3.706 -3.876 5.369 -0.620 -0.158 0.751 0.07
H 2.149 -3.531 4.517 0.038 -0.270 0.046 0.06
H 2.739 -2.348 5.657 0.451 0.092 -0.035 0.08
H 4.204 -3.435 3.118 -0.067 0.141 -0.105 0.12
H 2.223 -1.978 2.665 -0.308 0.197 -0.295 0.10
H 3.797 -1.255 2.134 -0.276 0.102 -0.553 0.11
H 2.155 0.639 1.977 -0.042 -0.046 -0.191 0.07
H 1.948 1.570 3.444 0.120 -0.217 0.389 0.09
H 1.006 0.039 3.209 -0.610 0.541 -0.403 0.08
H 5.044 -1.239 4.917 -0.380 0.041 0.173 0.06
H 5.762 -1.677 3.565 0.252 -0.068 -0.194 0.06
C 2.934 7.166 2.916 0.598 -1.161 0.819 -0.07
C 1.664 6.409 2.544 1.001 0.099 0.452 -0.46
C 0.787 6.076 3.766 0.292 -0.818 -0.484 -0.16
O -0.373 5.234 3.370 2.150 1.887 1.088 -0.20
C -0.991 4.617 4.491 -0.061 -0.826 -1.165 -0.10
N 0.933 7.262 1.633 -1.486 -0.526 0.223 0.04
H 3.525 6.595 3.633 -0.134 -0.119 0.471 0.07
H 2.729 8.130 3.381 0.047 0.161 -0.396 0.08
H 3.635 7.185 2.082 -0.448 0.681 -0.297 0.08
H 1.958 5.532 1.967 -0.075 -0.396 0.337 0.13
H 0.574 7.027 4.255 -1.115 0.426 -0.300 0.12
H 1.385 5.659 4.576 0.021 -1.118 -0.171 0.12
H -0.268 4.104 5.124 0.167 0.380 0.345 0.09
H -1.532 3.800 4.013 -0.574 0.080 0.369 0.07
H -1.667 5.280 5.031 0.123 0.012 0.127 0.09
H 0.156 6.636 1.474 -0.594 -0.317 -1.413 0.06
H 0.401 7.790 2.309 0.052 1.559 -0.019 0.06
C 0.903 -1.165 -0.304 -0.641 0.948 0.764 -0.01
C -0.246 -0.276 -0.814 0.024 0.767 0.846 -0.39
C -0.089 1.221 -0.515 -0.120 -0.393 1.034 -0.17
O -0.324 1.528 0.858 0.180 0.109 0.159 -0.21
C -0.086 2.904 1.213 -0.367 -1.314 0.136 -0.08
N -0.308 -0.381 -2.243 -0.105 -0.865 -0.450 0.03
H 1.173 -0.908 0.720 -0.482 -0.243 0.286 0.05
H 1.834 -0.931 -0.819 -0.181 -0.376 -0.662 0.08
H 0.571 -2.202 -0.340 0.520 -0.130 -0.114 0.07
H -1.243 -0.557 -0.475 0.115 -0.318 0.967 0.12
H -0.866 1.763 -1.053 0.355 0.211 -0.723 0.12
H 0.943 1.467 -0.765 -0.047 0.615 -0.357 0.12
H 0.906 3.213 0.884 0.132 0.127 0.150 0.09
H -0.212 2.904 2.295 0.424 0.277 -0.064 0.06
H -0.837 3.593 0.825 -0.136 -0.036 -0.385 0.09
H -0.565 -1.341 -2.422 0.449 -0.333 -0.370 0.06
H -1.165 0.056 -2.549 -0.254 0.734 -0.230 0.03
C -0.216 3.441 -3.713 -0.489 -0.071 1.086 -0.05
C 0.229 4.554 -2.724 0.095 0.252 -1.241 -0.39
C 1.726 4.621 -2.474 -0.812 1.119 -1.348 -0.26
O 2.183 3.434 -1.969 0.101 -1.282 1.409 -0.22
C 3.537 3.494 -1.568 0.170 0.099 -1.421 -0.08
N -0.191 5.883 -3.318 0.631 -1.992 0.376 0.04
H 0.005 3.630 -4.764 0.085 0.090 0.187 0.09
H -1.286 3.303 -3.557 -0.479 0.591 -0.495 0.06
H 0.056 2.424 -3.428 0.949 0.148 -0.001 0.04
H -0.250 4.360 -1.765 -0.143 -0.015 0.203 0.12
H 1.931 5.497 -1.860 0.114 -0.010 0.748 0.12
H 2.208 4.881 -3.417 0.240 -0.200 -0.460 0.13
H 4.088 3.602 -2.502 0.582 0.234 -0.040 0.09
H 3.879 2.544 -1.158 -0.413 0.176 0.447 0.09
H 3.726 4.383 -0.965 0.071 -0.210 0.425 0.09
H -1.192 5.777 -3.403 -0.171 0.802 0.047 0.06
H 0.095 6.624 -2.695 -0.503 0.212 0.135 0.06